Density functional theory data (ωB97M-V with the def2-TZVPD basis set) for a structure of composition C41H41F3Li2N7O6.

Geometry (Å):
Li  3.372  0.455  -3.269
Li  1.642  -1.865  -1.653
C  1.218  0.619  -1.028
O  0.548  -0.450  -0.393
O  2.362  0.134  -1.556
C  0.222  1.334  -1.924
F  0.784  2.199  -2.776
F  -0.469  0.452  -2.685
F  -0.679  1.970  -1.171
C  0.459  -0.361  1.020
C  -0.397  -1.545  1.461
H  -0.678  -1.436  2.513
H  -1.331  -1.708  0.926
H  0.215  -2.451  1.436
H  -0.026  0.525  1.436
H  1.438  -0.477  1.495
H  1.456  1.381  -0.262
C  -3.116  6.050  -0.632
C  -3.306  6.156  -2.011
C  -3.403  5.018  -2.790
C  -3.344  3.777  -2.170
C  -3.179  3.670  -0.802
C  -3.113  4.812  -0.015
N  -3.428  2.565  -2.973
O  -3.568  1.495  -2.410
O  -3.284  2.681  -4.176
H  -2.998  6.973  -0.078
H  -3.272  7.119  -2.501
H  -3.624  5.070  -3.846
H  -2.958  2.666  -0.459
H  -2.803  4.678  1.014
C  -5.252  -2.874  -2.879
C  -4.822  -4.135  -2.484
C  -3.539  -4.300  -1.974
C  -2.680  -3.222  -1.989
C  -3.095  -1.956  -2.382
C  -4.413  -1.769  -2.739
N  -1.342  -3.374  -1.439
O  -0.501  -2.532  -1.735
O  -1.131  -4.302  -0.684
H  -6.245  -2.747  -3.290
H  -5.509  -4.969  -2.511
H  -3.304  -5.284  -1.595
H  -2.416  -1.127  -2.235
H  -4.806  -0.801  -3.018
N  4.340  3.681  1.143
C  4.915  4.237  2.208
C  5.329  3.506  3.314
C  5.046  2.151  3.334
C  4.458  1.563  2.235
C  4.148  2.368  1.150
H  5.058  5.311  2.160
H  5.839  4.010  4.123
H  5.351  1.592  4.210
H  4.282  0.497  2.160
H  3.657  1.943  0.280
N  4.849  -1.441  4.970
C  4.218  -1.983  3.934
C  2.938  -1.642  3.530
C  2.244  -0.692  4.259
C  2.886  -0.085  5.338
C  4.181  -0.493  5.617
H  4.725  -2.723  3.322
H  2.490  -2.189  2.707
H  1.274  -0.258  4.034
H  2.256  0.539  5.956
H  4.725  -0.084  6.466
N  -0.982  -2.820  -5.202
C  -2.024  -3.141  -5.978
C  -2.904  -2.210  -6.491
C  -2.774  -0.893  -6.084
C  -1.759  -0.559  -5.196
C  -0.855  -1.546  -4.838
H  -2.098  -4.193  -6.230
H  -3.617  -2.413  -7.278
H  -3.308  -0.080  -6.559
H  -1.673  0.463  -4.854
H  -0.082  -1.393  -4.087
N  -0.954  1.270  3.708
C  -2.094  1.176  3.029
C  -3.167  2.032  3.222
C  -3.028  3.053  4.144
C  -1.790  3.246  4.733
C  -0.799  2.304  4.520
H  -2.173  0.300  2.394
H  -4.115  1.729  2.795
H  -3.874  3.656  4.451
H  -1.581  4.088  5.379
H  0.142  2.367  5.053
N  2.574  -3.231  -0.441
C  2.264  -4.323  0.260
C  3.181  -4.992  1.049
C  4.506  -4.594  1.032
C  4.854  -3.515  0.232
C  3.848  -2.823  -0.415
H  1.276  -4.722  0.058
H  2.869  -5.843  1.638
H  5.266  -5.185  1.525
H  5.887  -3.195  0.200
H  4.091  -1.929  -0.983

- Total charge: +1
- Gap between HOMO and LUMO: 7.76 eV
- HOMO level: -11.402 eV
- Energy: -74451.4898 eV
- Energy relative to the best compared isomer or geometry (same formula, charge and spin): 0.00 kcal/mol

Density functional theory data (ωB97M-V with the def2-TZVPD basis set) for a structure of composition C41H41FN4O3P2Rh.

Geometry (Å):
Rh  -0.418  -2.937  -0.443
C  2.626  -2.291  2.886
N  1.712  -2.501  1.745
P  2.179  -2.545  0.136
C  3.974  -2.547  0.115
C  4.659  -1.367  -0.172
C  6.045  -1.362  -0.159
C  6.736  -2.529  0.136
C  6.051  -3.707  0.415
C  4.669  -3.727  0.397
C  1.591  -4.093  -0.595
C  1.479  -5.299  0.127
C  1.152  -6.467  -0.534
C  0.900  -6.451  -1.906
C  0.976  -5.267  -2.627
C  1.319  -4.084  -1.984
P  0.008  -2.577  1.928
C  -0.373  -3.670  3.281
C  -0.294  -3.220  4.603
C  -0.575  -4.094  5.639
C  -0.950  -5.403  5.361
C  -1.055  -5.846  4.049
C  -0.769  -4.981  3.006
C  -0.569  -0.927  2.350
C  0.211  0.208  2.145
C  -0.328  1.463  2.384
C  -1.643  1.586  2.816
C  -2.426  0.455  3.005
C  -1.894  -0.802  2.771
H  2.977  -3.246  3.276
H  2.095  -1.756  3.671
H  3.483  -1.696  2.577
H  4.114  -0.460  -0.406
H  6.585  -0.453  -0.384
H  7.818  -2.526  0.143
H  6.600  -4.612  0.637
H  4.142  -4.651  0.600
H  1.658  -5.305  1.195
H  1.092  -7.397  0.014
H  0.641  -7.371  -2.414
H  0.778  -5.263  -3.690
H  1.439  -3.172  -2.562
H  -0.032  -2.192  4.821
H  -0.514  -3.754  6.664
H  -1.178  -6.079  6.175
H  -1.375  -6.858  3.842
H  -0.884  -5.313  1.981
H  1.235  0.119  1.802
H  0.285  2.345  2.250
H  -2.053  2.566  3.022
H  -3.448  0.549  3.349
H  -2.509  -1.683  2.925
C  -5.063  3.057  -2.461
C  -4.535  2.813  -1.058
N  -3.379  1.890  -1.047
C  -3.610  0.594  -0.853
C  -2.650  -0.393  -0.842
C  -3.204  -1.774  -0.659
O  -4.386  -1.958  -0.549
O  -2.342  -2.788  -0.619
C  -1.290  -0.033  -1.029
O  -0.295  -0.819  -1.012
C  -1.049  1.381  -1.284
C  0.250  1.838  -1.541
C  0.491  3.147  -1.818
F  1.773  3.508  -2.034
C  -0.536  4.124  -1.884
C  -1.820  3.663  -1.615
C  -2.085  2.321  -1.309
N  -0.295  5.451  -2.241
C  1.038  5.928  -2.634
C  0.973  7.392  -3.051
N  -0.275  7.617  -3.853
C  -1.517  7.422  -3.000
C  -1.176  6.525  -1.813
H  -5.906  3.745  -2.423
H  -5.410  2.126  -2.910
H  -4.300  3.481  -3.114
H  -5.298  2.358  -0.430
H  -4.237  3.732  -0.556
H  -4.641  0.301  -0.697
H  1.077  1.142  -1.520
H  -2.656  4.336  -1.694
H  1.397  5.337  -3.476
H  1.779  5.847  -1.837
H  1.835  7.654  -3.659
H  0.925  8.079  -2.209
H  -0.293  6.963  -4.637
H  -0.273  8.554  -4.260
H  -2.272  6.974  -3.640
H  -1.856  8.404  -2.678
H  -2.108  6.146  -1.412
H  -0.720  7.105  -1.004

- Total charge: +3
- Expectation value of S²: 6.024
- Gap between HOMO and LUMO (alpha / beta): 8.07 / 5.93 eV
- Spin multiplicity: 5
- HOMO level (alpha / beta): -14.932 / -15.392 eV
- Energy: -79564.4186 eV

Density functional theory data (ωB97M-V with the def2-TZVPD basis set) for a structure of composition C41H41N11O3V.

Geometry (Å):
V  1.889  1.503  -2.382
C  0.492  2.976  -4.579
N  1.873  2.507  -4.384
C  2.800  3.658  -4.333
C  2.445  4.789  -3.356
C  2.138  4.331  -1.912
N  2.770  3.062  -1.654
C  3.760  2.985  -0.835
C  4.534  1.791  -0.623
C  5.481  1.740  0.410
C  6.275  0.634  0.609
C  6.162  -0.453  -0.264
C  5.265  -0.424  -1.306
C  4.407  0.676  -1.507
O  3.588  0.678  -2.517
C  2.262  1.618  -5.507
C  2.274  0.132  -5.155
C  0.974  -0.382  -4.547
N  0.834  0.040  -3.155
C  -0.020  -0.652  -2.442
C  -0.249  -0.520  -1.043
C  -1.242  -1.319  -0.446
C  -1.515  -1.257  0.894
C  -0.812  -0.348  1.701
C  0.181  0.421  1.160
C  0.523  0.350  -0.208
O  1.491  1.088  -0.643
H  0.430  3.690  -5.413
H  0.111  3.443  -3.671
H  -0.153  2.130  -4.806
H  2.878  4.115  -5.332
H  3.779  3.259  -4.062
H  1.606  5.376  -3.735
H  3.317  5.447  -3.343
H  1.059  4.197  -1.788
H  2.470  5.105  -1.210
H  4.063  3.875  -0.272
H  5.580  2.598  1.066
H  6.986  0.609  1.424
H  6.790  -1.323  -0.117
H  5.175  -1.258  -1.990
H  3.268  1.879  -5.842
H  1.586  1.784  -6.356
H  3.066  -0.063  -4.434
H  2.497  -0.424  -6.069
H  0.980  -1.476  -4.599
H  0.110  -0.040  -5.137
H  -0.609  -1.431  -2.938
H  -1.796  -2.013  -1.069
H  -2.275  -1.905  1.307
H  -1.046  -0.238  2.748
H  0.744  1.117  1.772
C  -4.339  2.098  -0.518
N  -2.898  2.193  -0.595
C  -2.100  1.968  -1.653
N  -0.906  2.478  -1.444
C  -1.014  2.988  -0.188
N  -2.201  2.851  0.349
C  -5.058  0.986  0.232
C  -6.309  0.658  -0.281
C  -7.116  -0.269  0.346
C  -6.684  -0.901  1.487
C  -5.426  -0.610  2.017
C  -4.607  0.357  1.395
C  -5.002  -1.460  3.127
N  -5.557  -2.586  3.461
N  -4.749  -3.198  4.365
C  -3.727  -2.438  4.545
O  -3.832  -1.283  3.807
C  -2.483  -2.779  5.264
C  -2.059  -2.028  6.353
C  -0.851  -2.322  6.961
C  -0.056  -3.351  6.482
C  -0.458  -4.104  5.386
C  0.420  -5.239  4.889
N  0.937  -5.126  3.544
C  1.956  -4.390  3.061
N  2.169  -4.691  1.803
C  1.228  -5.627  1.543
N  0.465  -5.924  2.569
C  -1.680  -3.817  4.778
H  -4.695  2.083  -1.548
H  -4.649  3.039  -0.057
H  -2.416  1.461  -2.549
H  -0.208  3.488  0.321
H  -6.668  1.150  -1.177
H  -8.085  -0.506  -0.073
H  -7.296  -1.641  1.983
H  -3.642  0.602  1.817
H  -2.666  -1.210  6.717
H  -0.520  -1.741  7.810
H  0.884  -3.573  6.971
H  -0.167  -6.157  4.883
H  1.270  -5.358  5.563
H  2.502  -3.662  3.639
H  1.105  -6.087  0.578
H  -2.003  -4.400  3.925

- Expectation value of S²: 0.851
- Gap between HOMO and LUMO (alpha / beta): 5.17 / 5.77 eV
- Spin multiplicity: 2
- HOMO level (alpha / beta): -4.827 / -5.431 eV
- Energy: -91403.4388 eV